Here is a structure of composition C26H35Cl2IN2O4PdSSi from OMol25. Energies are from ωB97M-V with the def2-TZVPD basis set.

Gap between HOMO and LUMO, eV: 5.0
HOMO level, eV: -1.12
Maximum force, eV/A: 0.380
Electronic energy, a.u.: -3456.12963
ΔE to the lowest compared entry with this formula, charge and spin, eV: 0.2152
Net charge: -2

The geometry in XYZ format:
```
73
Properties=species:S:1:pos:R:3:lowdin_charge:R:1
Pd 1.225 -1.487 0.207 0.447
Cl -1.357 -6.560 0.049 0.594
C -0.465 -5.823 1.366 -0.604
C -0.306 -6.552 2.538 -0.180
C 0.384 -6.041 3.605 -0.638
Cl 0.556 -7.013 5.066 0.576
C 0.958 -4.749 3.540 -0.196
C 1.690 -4.144 4.583 -0.058
C 2.202 -2.887 4.412 -0.071
C 1.987 -2.222 3.195 -0.145
N 1.313 -2.764 2.209 0.062
C 0.796 -3.999 2.346 -0.126
C 0.057 -4.515 1.167 -0.445
O -0.060 -3.841 0.130 -0.075
H -0.737 -7.543 2.604 0.089
H 1.836 -4.686 5.509 0.073
H 2.766 -2.405 5.200 0.092
H 2.369 -1.221 3.022 0.101
I 5.953 0.891 1.041 0.705
C 4.577 -0.452 0.188 -0.759
C 4.783 -1.846 0.349 -0.218
C 3.866 -2.677 -0.211 -0.122
C 2.760 -2.141 -0.959 -0.346
N 2.638 -0.772 -1.185 -0.065
C 3.510 0.033 -0.509 -0.274
H 5.616 -2.224 0.928 0.072
H 3.944 -3.751 -0.087 0.093
H 2.280 -2.779 -1.699 0.088
H 3.301 1.093 -0.569 0.068
C -3.034 2.361 1.835 -0.057
C -2.489 3.440 0.901 -0.667
C -2.311 4.744 1.677 -0.045
C -3.455 3.664 -0.265 -0.033
O -1.210 3.113 0.401 -0.169
Si -0.572 1.683 -0.199 -0.157
S -0.276 0.261 1.238 0.300
O 0.823 2.237 -0.904 -0.159
C 1.037 2.943 -2.119 -0.647
C 2.380 3.653 -1.963 -0.038
C 1.112 1.943 -3.271 -0.026
C -0.059 3.977 -2.382 -0.043
O -1.628 1.314 -1.441 -0.176
C -2.218 0.113 -1.940 -0.655
C -3.004 0.539 -3.178 -0.042
C -1.150 -0.906 -2.315 -0.034
C -3.168 -0.477 -0.901 -0.047
H -3.995 2.681 2.249 0.079
H -2.329 2.168 2.643 0.073
H -3.171 1.420 1.305 0.053
H -3.263 5.088 2.089 0.074
H -1.909 5.516 1.018 0.077
H -1.604 4.587 2.493 0.084
H -4.431 3.989 0.104 0.077
H -3.572 2.744 -0.836 0.062
H -3.054 4.429 -0.934 0.081
H 3.180 2.922 -1.845 0.070
H 2.360 4.289 -1.077 0.086
H 2.595 4.268 -2.841 0.076
H 1.773 1.121 -2.988 0.077
H 1.490 2.427 -4.177 0.079
H 0.123 1.536 -3.474 0.058
H -0.116 4.688 -1.557 0.082
H -1.026 3.485 -2.479 0.069
H 0.161 4.515 -3.310 0.079
H -2.332 0.998 -3.906 0.074
H -3.767 1.273 -2.905 0.073
H -3.490 -0.322 -3.641 0.079
H -0.518 -0.526 -3.118 0.073
H -1.612 -1.844 -2.632 0.089
H -0.514 -1.111 -1.450 0.031
H -3.936 0.254 -0.636 0.072
H -2.611 -0.749 -0.004 0.049
H -3.654 -1.370 -1.301 0.083
```

---

Here is a structure of composition C46H58ClO8Os from OMol25. Energies are from ωB97M-V with the def2-TZVPD basis set.

Gap between HOMO and LUMO (spin up / spin down), eV: 8.5 / 6.1
Multiplicity: 5
HOMO level (spin up / spin down), eV: -10.75 / -10.96
Maximum force, eV/A: 0.688
Electronic energy, a.u.: -2939.88274
Net charge: +1

The geometry in XYZ format:
```
114
Properties=species:S:1:pos:R:3:lowdin_charge:R:1
Os 1.155 0.523 -0.557 1.715
C 3.566 -0.971 0.968 0.028
O 2.167 -0.608 0.850 -0.309
C 1.348 -0.872 1.984 -0.195
C 1.021 0.208 2.793 -0.128
C 1.534 1.613 2.527 -0.054
C 0.602 2.591 1.805 -0.126
C 0.719 3.945 2.072 0.024
C -0.038 4.903 1.403 -0.146
C -0.963 4.452 0.465 0.031
C -1.144 3.101 0.185 -0.134
C -2.286 2.693 -0.737 -0.045
C -2.238 1.467 -1.642 -0.113
C -3.437 0.799 -1.890 0.046
C -3.506 -0.372 -2.635 -0.137
C -2.308 -0.921 -3.090 0.033
C -1.092 -0.299 -2.881 -0.135
C 0.194 -0.952 -3.352 -0.058
C 0.833 -2.034 -2.479 -0.097
C 1.739 -2.880 -3.053 0.027
C 2.480 -3.830 -2.315 -0.103
C 2.276 -3.908 -0.921 0.040
C 1.353 -3.130 -0.279 -0.112
C 1.057 -3.321 1.193 -0.043
C 0.825 -2.139 2.132 -0.114
C 0.008 -2.343 3.244 0.043
C -0.301 -1.326 4.139 -0.136
C 0.200 -0.049 3.874 0.041
C -1.168 -1.549 5.375 -0.558
C -2.416 -0.659 5.284 -0.040
C -0.358 -1.171 6.625 -0.040
C -1.614 -3.004 5.512 -0.065
C 0.579 -2.175 -1.047 -0.316
O -0.281 -1.473 -0.454 0.020
C 3.472 -4.722 -3.044 -0.555
C 4.542 -3.835 -3.705 -0.030
C 4.169 -5.709 -2.106 -0.060
C 2.721 -5.519 -4.124 -0.033
C -1.110 0.930 -2.228 -0.196
O 0.139 1.569 -1.998 -0.308
C 0.420 2.801 -2.706 0.035
C -4.823 -1.076 -2.950 -0.557
C -4.796 -2.494 -2.364 -0.040
C -6.028 -0.332 -2.373 -0.064
C -4.989 -1.154 -4.476 -0.040
C -0.333 2.183 0.848 -0.274
O -0.405 0.857 0.512 -0.199
C 0.169 6.384 1.718 -0.558
C -0.761 7.282 0.902 -0.065
C -0.103 6.628 3.210 -0.041
C 1.621 6.768 1.393 -0.040
H 3.612 -1.990 1.343 0.110
H 4.006 -0.901 -0.021 0.082
H 4.054 -0.283 1.654 0.115
H 1.782 2.064 3.489 0.130
H 2.475 1.569 1.972 0.105
H 1.441 4.262 2.816 0.124
H -1.582 5.168 -0.064 0.112
H -3.151 2.528 -0.088 0.136
H -2.553 3.565 -1.342 0.129
H -4.336 1.209 -1.449 0.114
H -2.311 -1.873 -3.609 0.128
H 0.014 -1.399 -4.331 0.134
H 0.957 -0.186 -3.516 0.112
H 1.914 -2.797 -4.120 0.127
H 2.854 -4.615 -0.338 0.116
H 0.141 -3.917 1.242 0.141
H 1.842 -3.957 1.612 0.132
H -0.411 -3.331 3.383 0.114
H -0.066 0.780 4.519 0.129
H -2.159 0.401 5.288 0.079
H -2.978 -0.870 4.371 0.093
H -3.070 -0.847 6.138 0.090
H -0.043 -0.127 6.604 0.079
H -0.966 -1.320 7.520 0.090
H 0.534 -1.795 6.712 0.093
H -2.248 -3.315 4.679 0.089
H -0.763 -3.684 5.580 0.089
H -2.198 -3.114 6.427 0.090
H 5.067 -3.236 -2.958 0.093
H 5.274 -4.463 -4.215 0.094
H 4.111 -3.156 -4.443 0.082
H 4.771 -5.199 -1.352 0.090
H 3.456 -6.366 -1.604 0.092
H 4.840 -6.340 -2.690 0.092
H 2.266 -4.868 -4.872 0.081
H 3.419 -6.181 -4.639 0.093
H 1.935 -6.132 -3.680 0.096
H -0.487 3.399 -2.716 0.108
H 1.210 3.310 -2.162 0.093
H 0.740 2.557 -3.716 0.114
H -4.622 -2.466 -1.286 0.093
H -5.752 -2.989 -2.542 0.090
H -4.015 -3.106 -2.819 0.078
H -5.999 -0.296 -1.282 0.090
H -6.095 0.688 -2.757 0.090
H -6.941 -0.855 -2.660 0.090
H -4.172 -1.706 -4.943 0.079
H -5.923 -1.663 -4.722 0.090
H -5.019 -0.155 -4.914 0.093
H -1.813 7.066 1.103 0.089
H -0.581 8.323 1.174 0.090
H -0.580 7.186 -0.171 0.088
H -1.120 6.327 3.471 0.093
H 0.590 6.074 3.845 0.078
H 0.008 7.689 3.441 0.089
H 1.841 6.586 0.338 0.091
H 1.785 7.828 1.598 0.090
H 2.334 6.196 1.989 0.080
O 3.769 2.426 -2.748 -0.246
Cl 3.709 1.615 -1.589 0.730
O 4.973 1.136 -1.165 -0.253
O 2.826 0.401 -1.891 -0.471
O 2.992 2.278 -0.500 -0.367
```

---

Here is a structure of composition C10H74AlBrNO30 in a non-equilibrium geometry from OMol25. Energies are from ωB97M-V with the def2-TZVPD basis set.

Gap between HOMO and LUMO, eV: 7.0
HOMO level, eV: -5.33
Maximum force, eV/A: 2.043
Electronic energy, a.u.: -5553.83875
Net charge: -1

The geometry in XYZ format:
```
117
Properties=species:S:1:pos:R:3:lowdin_charge:R:1
C -3.917 2.315 -4.149 0.040
C -3.507 2.816 -3.128 -0.278
C -3.282 3.172 -1.751 -0.227
Al -2.265 1.714 -0.708 0.340
C -0.840 0.993 -1.939 -0.196
C -0.585 -0.508 -1.810 -0.333
N 0.657 -0.967 -2.476 -0.007
C -1.497 2.638 0.937 -0.081
C -0.275 2.040 1.438 -0.536
O 0.766 2.667 1.556 0.040
O -0.249 0.723 1.837 0.019
C -3.700 0.344 -0.178 -0.671
Br -4.824 -0.191 -1.703 0.633
C -3.174 -0.863 0.651 -0.330
C -3.140 -2.225 -0.062 -0.158
H -3.967 1.846 -5.094 0.002
H -2.625 4.051 -1.737 0.041
H -4.223 3.421 -1.264 0.039
H -1.028 1.285 -2.971 0.052
H 0.104 1.486 -1.659 0.053
H -1.382 -1.014 -2.344 0.100
H -0.572 -0.777 -0.754 0.075
H 0.408 -1.094 -3.449 0.068
H 1.373 -0.253 -2.449 0.062
H -2.255 2.652 1.718 0.072
H -1.284 3.672 0.702 0.052
H -0.267 0.180 1.035 0.079
H -4.357 0.898 0.487 0.021
H -2.172 -0.654 1.014 0.057
H -3.833 -0.974 1.509 0.094
H -2.325 -2.805 0.373 0.066
H -2.935 -2.163 -1.121 0.024
H -4.043 -2.781 0.163 0.062
O 1.805 4.473 3.424 -0.060
H 2.759 4.524 3.312 0.053
H 1.534 3.659 2.968 0.004
O 1.933 -3.806 -1.729 -0.064
H 1.512 -2.951 -1.902 0.004
H 2.603 -3.904 -2.411 0.005
O 1.422 3.119 6.000 -0.068
H 1.749 3.469 5.152 0.004
H 0.495 2.942 5.809 0.029
O 0.042 0.738 7.417 -0.054
H 0.819 1.276 7.206 0.021
H -0.594 1.368 7.768 0.048
O 1.141 -0.734 4.971 -0.031
H 0.960 -0.108 4.259 0.035
H 0.756 -0.325 5.757 0.019
O 3.712 -3.924 -4.591 -0.062
H 4.527 -3.921 -4.072 0.036
H 3.822 -4.650 -5.218 0.050
O -0.169 5.653 -0.414 -0.048
H 0.205 5.171 0.336 0.047
H -0.877 6.183 -0.027 0.042
O 2.204 -6.592 -4.645 -0.066
H 2.470 -7.396 -4.184 0.005
H 1.966 -5.977 -3.942 0.026
O -5.796 0.650 -5.826 -0.080
H -6.587 1.039 -6.212 0.018
H -6.003 0.583 -4.888 0.013
O 0.998 -4.279 1.092 -0.069
H 1.209 -4.068 0.173 -0.001
H 0.651 -3.436 1.436 0.004
O 0.663 -1.580 2.152 -0.081
H 0.667 -1.696 3.103 0.012
H 0.862 -0.628 2.030 -0.006
O 3.145 -3.642 3.395 -0.079
H 2.736 -4.037 2.613 0.019
H 2.610 -2.871 3.573 0.006
O 5.620 -2.026 -3.654 -0.063
H 5.793 -1.801 -4.573 0.040
H 5.303 -1.198 -3.267 0.011
O 3.151 -6.751 2.647 -0.059
H 2.495 -6.387 2.038 0.024
H 2.867 -6.434 3.509 0.021
O 5.882 0.699 -3.040 -0.046
H 6.076 1.388 -3.683 0.052
H 6.744 0.448 -2.691 0.053
O 1.672 7.205 -2.232 -0.067
H 1.263 7.419 -3.075 0.028
H 0.981 6.743 -1.734 -0.017
O 1.364 -3.847 4.866 -0.054
H 1.790 -4.356 5.559 0.028
H 1.245 -2.969 5.248 0.021
O 2.518 -0.060 2.256 -0.052
H 2.282 0.859 2.056 0.050
H 2.834 -0.030 3.169 0.026
O 3.098 -1.905 -6.601 -0.073
H 3.362 -2.703 -6.119 -0.012
H 2.849 -1.291 -5.905 0.024
O -4.402 3.737 1.935 -0.061
H -5.180 4.099 1.482 -0.001
H -4.629 3.755 2.869 0.034
O -7.746 2.670 -4.870 -0.047
H -8.019 3.581 -5.019 0.055
H -7.420 2.659 -3.960 0.059
O 4.579 -4.490 6.069 -0.061
H 4.295 -4.433 5.144 0.008
H 3.771 -4.672 6.554 0.013
O -6.042 4.963 -0.040 -0.044
H -6.595 5.748 0.012 0.050
H -5.425 5.142 -0.760 0.041
O -2.255 7.502 -1.559 -0.052
H -1.298 7.542 -1.650 0.014
H -2.485 6.616 -1.865 0.032
O 3.487 -9.213 -4.899 -0.042
H 4.434 -9.374 -4.849 0.043
H 3.099 -10.087 -5.004 0.044
O 4.572 0.946 3.757 -0.065
H 5.442 0.906 4.172 0.027
H 4.684 0.467 2.927 0.039
O 5.831 -0.720 5.807 -0.055
H 4.922 -1.031 5.871 0.039
H 6.212 -0.904 6.671 0.038
O -10.016 1.788 -3.069 -0.063
H -10.587 2.546 -2.911 0.027
H -9.432 2.068 -3.788 -0.011
```

---

Here is a structure of composition C3H6OS2 in a non-equilibrium geometry from OMol25. Energies are from ωB97M-V with the def2-TZVPD basis set.

Gap between HOMO and LUMO, eV: 8.9
HOMO level, eV: -8.90
Maximum force, eV/A: 5.109
Electronic energy, a.u.: -989.22621
ΔE to the lowest compared entry with this formula, charge and spin, eV: 8.2267
Net charge: 0

The geometry in XYZ format:
```
12
Properties=species:S:1:pos:R:3:lowdin_charge:R:1
C -3.026 0.444 0.118 -0.476
C 0.123 0.294 0.017 -1.141
C 2.762 0.371 0.073 -0.545
H -3.853 -0.455 -0.752 0.152
H -2.600 1.659 -0.422 0.127
H -3.179 0.399 1.540 0.129
H 3.641 -0.234 0.921 0.119
H 3.302 0.508 -1.336 0.163
H 2.062 1.522 0.521 0.159
O 0.204 1.492 -0.104 -0.108
S -1.463 -0.666 -0.070 0.646
S 1.453 -0.709 0.015 0.774
```

---

Here is the ion C3H10NS with charge +1 in a non-equilibrium geometry from OMol25. Energies are from ωB97M-V with the def2-TZVPD basis set.

Gap between HOMO and LUMO, eV: 10.0
HOMO level, eV: -13.58
Maximum force, eV/A: 2.168
Electronic energy, a.u.: -572.99247
ΔE to the lowest compared entry with this formula, charge and spin, eV: 0.1825
Net charge: +1
SMILES string: C[C@H]([NH3+])CS

The geometry in XYZ format:
```
15
Properties=species:S:1:pos:R:3:lowdin_charge:R:1
C 0.475 -1.553 0.269 -0.037
C 0.355 -0.080 -0.078 -0.392
N 0.312 0.779 1.209 0.220
C -0.913 0.180 -0.881 -0.549
S -1.221 1.908 -1.271 0.777
H 0.807 -2.117 -0.603 0.105
H -0.478 -1.969 0.588 0.098
H 1.252 -1.780 1.003 0.093
H 1.201 0.307 -0.640 0.147
H 0.558 1.718 0.935 0.140
H -0.608 0.678 1.623 0.167
H 0.922 0.313 1.871 0.161
H -0.800 -0.411 -1.793 0.098
H -1.832 -0.168 -0.407 0.088
H -0.031 2.192 -1.825 -0.116
```

---

Here is the ion C4H10N3 with charge +1 in a non-equilibrium geometry from OMol25. Energies are from ωB97M-V with the def2-TZVPD basis set.

Gap between HOMO and LUMO, eV: 9.2
HOMO level, eV: -13.70
Maximum force, eV/A: 3.539
Electronic energy, a.u.: -322.34245
ΔE to the lowest compared entry with this formula, charge and spin, eV: 3.2144
Net charge: +1
SMILES string: C=NC[N+](=C)CN

The geometry in XYZ format:
```
17
Properties=species:S:1:pos:R:3:lowdin_charge:R:1
C 2.967 -0.442 -0.326 -0.006
N 1.820 -0.005 -0.160 -0.051
C 0.656 -0.598 0.484 -0.076
N -0.402 0.497 0.170 -0.103
C -0.069 1.703 0.025 0.155
C -1.783 0.136 0.324 -0.260
N -1.997 -0.968 -0.529 0.016
H 3.659 0.191 -0.872 0.082
H 3.424 -1.430 -0.111 0.103
H 0.166 -1.474 -0.100 0.154
H 0.806 -0.635 1.595 0.160
H -0.868 2.434 0.150 0.117
H 0.988 2.147 -0.231 0.168
H -2.551 1.000 0.128 0.171
H -2.009 -0.212 1.329 0.142
H -2.082 -0.694 -1.535 0.123
H -2.723 -1.650 -0.342 0.104
```

---

Here is a structure of composition CH4ClNO3 in a non-equilibrium geometry from OMol25. Energies are from ωB97M-V with the def2-TZVPD basis set.

Gap between HOMO and LUMO, eV: 9.1
HOMO level, eV: -8.73
Maximum force, eV/A: 5.913
Electronic energy, a.u.: -781.08652
ΔE to the lowest compared entry with this formula, charge and spin, eV: 1.7114
Net charge: 0

The geometry in XYZ format:
```
10
Properties=species:S:1:pos:R:3:lowdin_charge:R:1
C -0.352 -0.385 0.140 -0.720
N 0.733 1.098 0.343 -0.482
O -1.579 0.081 -0.091 0.067
O -0.033 -0.965 1.295 0.074
O 0.267 -1.001 -0.950 0.058
Cl 0.406 1.952 -1.090 0.516
H 1.745 0.633 0.419 0.088
H -1.864 0.859 0.487 0.172
H 0.807 -1.521 1.185 0.169
H -0.130 -0.752 -1.738 0.058
```

---

Here is the molecule C10H18 in a non-equilibrium geometry from OMol25. Energies are from ωB97M-V with the def2-TZVPD basis set.

Gap between HOMO and LUMO, eV: 9.4
HOMO level, eV: -8.47
Maximum force, eV/A: 2.426
Electronic energy, a.u.: -391.79060
ΔE to the lowest compared entry with this formula, charge and spin, eV: 0.0000
Net charge: 0
SMILES string: C=C(C(C)=C(C)C)C(C)C

The geometry in XYZ format:
```
28
Properties=species:S:1:pos:R:3:lowdin_charge:R:1
C 0.860 0.431 -1.910 0.069
C 0.620 -0.131 -0.741 -0.266
C -0.687 -0.580 -0.229 -0.258
C -0.824 -2.070 -0.032 -0.044
C -1.721 0.247 -0.015 -0.298
C -3.066 -0.281 0.403 -0.058
C -1.665 1.727 -0.246 -0.059
C 1.661 -0.270 0.427 -0.369
C 1.488 0.888 1.410 -0.063
C 3.087 -0.311 -0.111 -0.088
H 1.826 0.828 -2.179 0.061
H 0.099 0.457 -2.675 0.074
H -1.004 -2.310 1.016 0.084
H -1.666 -2.452 -0.607 0.080
H 0.075 -2.589 -0.354 0.080
H -2.987 -0.898 1.297 0.079
H -3.503 -0.900 -0.383 0.084
H -3.755 0.535 0.611 0.073
H -2.333 2.006 -1.063 0.086
H -2.002 2.258 0.646 0.081
H -0.662 2.062 -0.489 0.061
H 1.475 -1.203 0.969 0.128
H 2.198 0.792 2.230 0.077
H 1.664 1.840 0.911 0.084
H 0.485 0.890 1.828 0.074
H 3.777 -0.533 0.701 0.075
H 3.370 0.647 -0.541 0.073
H 3.191 -1.080 -0.874 0.080
```

---

What did the fourth record say?
Here is a structure of composition C3H6OS2 in a non-equilibrium geometry from OMol25. Energies are from ωB97M-V with the def2-TZVPD basis set.

Gap between HOMO and LUMO, eV: 8.9
HOMO level, eV: -8.90
Maximum force, eV/A: 5.109
Electronic energy, a.u.: -989.22621
ΔE to the lowest compared entry with this formula, charge and spin, eV: 8.2267
Net charge: 0

The geometry in XYZ format:
```
12
Properties=species:S:1:pos:R:3:lowdin_charge:R:1
C -3.026 0.444 0.118 -0.476
C 0.123 0.294 0.017 -1.141
C 2.762 0.371 0.073 -0.545
H -3.853 -0.455 -0.752 0.152
H -2.600 1.659 -0.422 0.127
H -3.179 0.399 1.540 0.129
H 3.641 -0.234 0.921 0.119
H 3.302 0.508 -1.336 0.163
H 2.062 1.522 0.521 0.159
O 0.204 1.492 -0.104 -0.108
S -1.463 -0.666 -0.070 0.646
S 1.453 -0.709 0.015 0.774
```